(1)
Below is C34H20N5O6Tm as an isolated structure in a non-equilibrium geometry, with properties calculated with ωB97M-V/def2-TZVPD.

The calculation puts the highest occupied orbital energy (alpha / beta) at -7.767 / -7.767 eV. The expectation value of S² is 2.00. The multiplicity is 3. Its total charge is 0. The LUMO energy (alpha / beta) is -1.3652 / -1.3557 eV. The value obtained for the energy above the lowest of the compared OMol25 structures with the same formula, charge and spin is 79.94 kcal per mole. Its molar mass is 763.50 g mol⁻¹. The total energy is -3118.00864 Ha.

Cartesian coordinates (Å):
Tm (0.431853, 0.105089, 0.256305)
C (-0.037360, 0.153385, 4.910459)
C (1.253956, 0.041615, 5.404067)
C (2.320048, 0.008858, 4.517617)
C (2.088805, 0.088090, 3.145610)
C (0.803958, 0.177392, 2.609156)
C (-0.245941, 0.211265, 3.535105)
C (3.222129, 0.087551, 2.185519)
C (4.577908, 0.011996, 2.615944)
C (5.584123, -0.024269, 1.710891)
C (5.298552, 0.058361, 0.327083)
C (6.293067, 0.037681, -0.679718)
C (5.954064, 0.168427, -1.994557)
C (4.600018, 0.356437, -2.353559)
C (3.631250, 0.372050, -1.393040)
C (3.952355, 0.187694, -0.031748)
N (2.937696, 0.163459, 0.897448)
H (-0.879477, 0.189399, 5.591955)
H (1.434980, -0.019605, 6.469529)
H (3.319421, -0.082407, 4.922532)
H (-1.269902, 0.289834, 3.187785)
H (4.804309, -0.023450, 3.669588)
H (6.615302, -0.095933, 2.038250)
H (7.330193, -0.076541, -0.385901)
H (6.716196, 0.148048, -2.762187)
H (4.333433, 0.500237, -3.393737)
H (2.604449, 0.568770, -1.665544)
O (-0.566160, -0.734319, -7.098246)
C (-1.076977, 0.120137, -6.356310)
O (-1.877700, 1.061390, -6.544869)
C (-0.770521, -0.039503, -4.859094)
C (0.518993, -0.356252, -4.470924)
C (0.816892, -0.369164, -3.128070)
N (-0.064120, -0.122398, -2.149022)
C (-1.336616, 0.134217, -2.532312)
C (-1.702103, 0.224343, -3.862221)
C (-2.433632, 0.376003, -1.534334)
O (-3.558433, 0.147230, -1.829185)
O (-1.674010, -0.007706, 0.844424)
H (1.261739, -0.607105, -5.215618)
H (1.816329, -0.635111, -2.811810)
H (-2.714898, 0.501367, -4.114414)
O (-6.502315, -0.482665, 2.032076)
N (-5.560055, -1.207054, 1.801283)
O (-5.521325, -2.383017, 2.120319)
C (-4.380540, -0.664013, 1.093396)
C (-4.379012, 0.682433, 0.949980)
C (-3.399251, 1.591838, 0.437239)
C (-3.525784, 2.950519, 0.562949)
C (-2.463287, 3.817968, 0.261896)
C (-1.248201, 3.246061, -0.037426)
N (-1.036739, 1.936250, -0.225996)
C (-2.168386, 1.084339, -0.159012)
C (-2.048680, -1.290599, 0.561616)
N (-1.011560, -2.010120, 0.168330)
C (-1.243664, -3.288024, -0.143479)
C (-2.529539, -3.795777, -0.097897)
C (-3.587460, -2.987152, 0.299421)
C (-3.368019, -1.657791, 0.672712)
H (-5.271674, 1.150344, 1.350491)
H (-4.457952, 3.347454, 0.952889)
H (-2.549708, 4.888573, 0.355829)
H (-0.367285, 3.874025, -0.118557)
H (-0.396773, -3.888841, -0.446181)
H (-2.708150, -4.821396, -0.387981)
H (-4.588808, -3.389903, 0.323226)

Atoms 1-2, force components in eV/Å:
Tm 1.21 0.33 0.01
C 0.01 0.00 -0.08

(2)
Below is C34H22Br4N8O9Ti as an isolated structure in a non-equilibrium geometry, with properties calculated with ωB97M-V/def2-TZVPD.

The calculation puts the highest occupied orbital energy (alpha / beta) at -0.284 / -1.850 eV. The expectation value of S² is 2.02. The multiplicity is 3. Its total charge is -2. The LUMO energy (alpha / beta) is 3.5254 / 3.5254 eV. The value obtained for the energy above the lowest of the compared OMol25 structures with the same formula, charge and spin is 58.27 kcal per mole. Its molar mass is 1054.08 g mol⁻¹. The total energy is -13569.57528 Ha.

Cartesian coordinates (Å):
Ti (-1.050647, -0.798280, 0.030515)
C (-5.662471, -0.577791, 0.914365)
C (-5.386647, -1.589689, -0.121439)
C (-6.455601, -2.205030, -0.799320)
C (-6.205288, -3.015589, -1.867971)
C (-4.903473, -3.191439, -2.291072)
C (-3.857257, -2.580330, -1.560308)
N (-4.161630, -1.682859, -0.601311)
C (-2.395034, -2.730648, -1.915043)
C (-2.069983, -3.269587, -3.154314)
C (-0.737431, -3.606916, -3.428125)
C (0.202240, -3.530298, -2.464339)
C (-0.150220, -3.157306, -1.141840)
N (-1.421900, -2.642483, -0.934563)
C (0.787795, -3.129111, -0.051508)
C (2.059664, -3.727350, -0.223119)
C (3.104939, -3.473926, 0.661280)
C (2.884980, -2.603286, 1.735023)
C (1.617759, -1.988064, 1.856544)
C (1.420117, -1.103666, 3.047386)
N (0.543360, -2.344866, 1.035448)
H (-5.054653, -0.762807, 1.829221)
H (-5.400400, 0.478904, 0.657846)
H (-6.657154, -0.686061, 1.254455)
H (-7.432485, -2.078621, -0.423719)
H (-6.930776, -3.610295, -2.470106)
H (-4.681679, -3.883590, -3.097869)
H (-2.888165, -3.216242, -3.903297)
H (-0.400859, -3.990467, -4.444617)
H (1.214941, -3.740276, -2.710186)
H (2.277155, -4.301698, -1.109119)
H (4.045870, -3.974625, 0.571388)
H (3.626820, -2.228361, 2.466300)
H (2.119005, -1.305908, 3.881853)
H (1.531183, -0.015641, 2.760010)
H (0.393283, -1.165638, 3.380055)
O (-2.968009, 1.061142, -3.048471)
C (-1.974952, 0.797326, -2.393497)
O (-2.106047, 0.346964, -1.075541)
C (-0.559884, 0.847260, -2.958782)
C (-0.352861, 1.256096, -4.275117)
C (0.935761, 1.361845, -4.745267)
C (2.056999, 1.371753, -3.956362)
C (1.804816, 0.843284, -2.677793)
C (0.521740, 0.466533, -2.178312)
O (0.338578, -0.269169, -1.054405)
N (3.017987, 0.496238, -1.965812)
O (3.218260, -0.709564, -1.928946)
O (3.641473, 1.367209, -1.340639)
N (1.027851, 1.313520, -6.162158)
O (0.155119, 0.720451, -6.780942)
O (2.000207, 1.891973, -6.681505)
H (-1.109034, 1.318512, -5.025993)
H (3.003158, 1.619700, -4.439837)
Br (-2.913799, 3.258095, 5.250036)
C (-2.247583, 1.753707, 4.326217)
C (-2.960509, 0.489536, 4.551583)
Br (-4.013414, 0.370835, 6.135438)
C (-2.893455, -0.571408, 3.676809)
Br (-3.490171, -2.338414, 4.066408)
C (-2.248451, -0.255546, 2.482531)
O (-2.290909, -1.083139, 1.439556)
C (-1.264959, 0.809963, 2.395237)
O (-0.475952, 0.724307, 1.367494)
C (-1.342140, 1.917984, 3.325921)
Br (-0.236931, 3.392014, 3.054321)
N (7.260826, 5.371689, 1.159348)
C (6.348411, 5.315203, 2.217667)
C (5.475909, 4.245590, 2.215915)
N (4.522962, 4.150310, 3.166456)
C (4.591720, 4.992648, 4.198943)
C (5.595270, 5.979642, 4.283060)
N (6.388034, 6.250164, 3.198432)
H (6.917316, 5.099544, 0.254541)
H (7.844504, 6.238198, 1.218264)
H (5.384047, 3.575183, 1.340108)
H (3.847534, 4.877358, 4.932658)
H (5.625218, 6.765308, 5.063935)

Atoms 1-2, force components in eV/Å:
Ti -0.86 -0.29 1.89
C 1.63 0.70 1.65